Density functional theory data (wB97M-V/def2-TZVPD) for a structure of composition C19H38NO4OsP3.

Values from the calculation:
Relative energy (zero: lowest compared OMol25 entry of this formula, charge and spin) (kcal/mol): 69.0
Charge: +4
2S+1: 5

Each line ends with the Mulliken spin population.
CARTESIAN COORDINATES (ANGSTROEM)
P 4.17059 -1.46876 0.14378  0.690
C 4.47329 -1.20030 1.95195  0.075
H 5.21591 -1.86167 2.43443  0.028
H 3.49706 -1.36375 2.43921  -0.002
H 4.76310 -0.15100 2.11050  0.000
C 4.80831 -3.18009 -0.07790  0.055
H 4.87699 -3.37787 -1.15819  0.000
H 4.03350 -3.84978 0.32731  0.000
H 5.76975 -3.44810 0.38928  0.035
C 5.55718 -0.47786 -0.57061  0.062
H 6.50699 -1.01546 -0.70220  0.029
H 5.72183 0.42201 0.03677  -0.001
H 5.19914 -0.15992 -1.56136  0.009
P -1.69599 3.74400 -0.89863  0.567
C -1.87856 4.24972 0.84834  0.028
H -2.48472 5.16448 0.90729  0.022
H -0.89078 4.40529 1.30754  -0.004
H -2.35906 3.41628 1.38630  0.001
C -0.67366 5.05872 -1.64660  0.048
H -0.71488 5.00921 -2.74450  -0.003
H 0.37589 4.87273 -1.36054  -0.001
H -0.99413 6.04184 -1.27912  0.022
C -3.35647 3.77278 -1.64531  0.044
H -3.77366 4.78576 -1.58173  0.027
H -3.99268 3.04116 -1.11490  -0.002
H -3.28911 3.43713 -2.69215  0.000
P -2.81894 -2.34569 0.57804  0.035
C -3.68092 -2.98518 2.03297  0.013
H -4.15495 -3.94887 1.78248  0.004
H -4.46011 -2.27746 2.35965  -0.001
H -2.95044 -3.13790 2.84237  0.001
C -3.92056 -2.13369 -0.81572  0.004
H -4.94166 -2.41481 -0.51826  -0.001
H -3.59421 -2.80021 -1.62960  0.000
H -3.91159 -1.09217 -1.16723  0.000
C -1.49420 -3.44034 0.06893  0.045
H -1.94491 -4.39022 -0.25675  -0.001
H -0.81948 -3.60662 0.92447  -0.006
H -0.93991 -2.99277 -0.76616  -0.021
Os 0.20813 0.90458 -1.77107  0.991
C 0.26009 1.62062 -0.07993  0.536
O 0.33001 2.08382 1.02573  0.140
C -2.05550 -0.72791 1.00404  0.145
O -1.76068 0.20691 1.66234  0.075
C -1.31029 0.64528 -3.13864  0.044
C -0.85864 -0.59194 -2.65886  0.083
C 0.52268 -0.87357 -2.63856  0.031
C 1.43997 0.07319 -3.12482  0.014
C 0.97365 1.29806 -3.62835  0.072
C -0.39099 1.60078 -3.60599  0.006
H -2.36019 0.95613 -3.01797  -0.006
H -1.57641 -1.28077 -2.21052  -0.007
H 0.88547 -1.81895 -2.22134  0.011
H 2.51256 -0.13577 -3.11385  0.015
H 1.66378 2.06441 -3.97656  0.019
H -0.73301 2.61100 -3.87233  -0.003
N 0.41744 0.40358 3.50909  0.002
C 0.16100 -0.95726 4.05879  -0.001
C 0.26849 -1.90841 2.86450  0.008
O -0.51887 -2.87903 2.89498  0.001
O 1.10344 -1.55518 1.98398  0.019
H 1.26727 0.34614 2.91028  -0.002
H 0.55914 1.07794 4.25451  0.000
H -0.36504 0.70806 2.89480  0.002
H 0.94585 -1.19371 4.78368  0.000
H -0.82329 -0.97862 4.52797  0.000

Force components x, y, z for each atom (eV/Å):
P 5.0 -1.1 2.2
C -1.7 0.7 0.3
H -0.2 0.0 -0.8
H 0.4 0.0 0.2
H -0.1 -0.3 -0.1
C -1.9 -0.7 -1.0
H 0.0 -0.1 0.3
H 0.3 -0.1 -0.1
H -0.2 0.9 0.1
C -1.2 1.1 -1.0
H -0.5 -0.4 0.2
H -0.1 -0.2 -0.2
H 0.6 0.1 0.0
P -0.2 1.3 0.1
C 0.2 -0.8 0.1
H 0.1 -0.2 0.0
H -0.3 0.1 -0.3
H -0.1 0.5 0.0
C 0.4 -0.7 -0.3
H -0.1 0.2 0.3
H -0.4 0.3 0.0
H 0.0 -0.2 -0.1
C 0.2 -0.8 0.0
H 0.0 -0.2 -0.1
H 0.1 0.5 -0.1
H -0.1 0.4 0.3
P -0.7 -3.1 -0.1
C 0.1 0.8 0.7
H 0.2 0.2 -0.3
H 0.2 -0.2 -0.1
H -0.1 0.0 -0.2
C -0.3 0.7 -0.4
H 0.2 0.2 0.0
H 0.0 0.2 0.3
H -0.2 -0.3 -0.1
C 0.8 0.4 0.2
H -0.2 0.3 0.1
H -0.1 0.1 -0.1
H -0.1 -0.2 0.1
Os 1.1 2.2 7.4
C -0.7 3.8 5.9
O 0.2 -2.0 -3.0
C 2.2 5.1 3.2
O -2.1 -4.8 -3.3
C -2.7 0.7 -1.2
C -1.5 -1.8 -0.8
C 0.8 -3.2 -1.5
C 2.2 -1.7 -2.6
C 1.4 0.8 -2.2
C -1.5 1.4 -2.0
H 0.6 -0.4 -0.2
H 0.3 0.2 -0.2
H -0.1 0.5 0.0
H -0.4 0.1 0.1
H 0.0 -0.2 0.3
H 0.2 -0.6 0.0
N 0.1 0.4 -0.3
C 0.1 -0.1 0.1
C -0.3 -0.4 -0.1
O 0.2 0.7 -0.8
O -0.5 -0.1 0.0
H -0.5 -0.1 0.2
H 0.0 0.4 0.1
H 1.0 0.0 0.8
H -0.2 0.1 0.0
H 0.2 0.0 0.0